# 1
{"formula": "C30H38CsN5O2SSi", "method": "ωB97M-V with the def2-TZVPD basis set", "symbols": ["H", "H", "O", "H", "C", "N", "H", "H", "H", "H", "C", "H", "C", "C", "S", "C", "H", "C", "C", "C", "C", "C", "N", "H", "C", "H", "C", "C", "C", "H", "H", "C", "N", "H", "C", "H", "H", "O", "H", "H", "H", "C", "H", "H", "C", "C", "C", "H", "H", "H", "H", "H", "H", "H", "N", "C", "N", "H", "C", "H", "H", "H", "C", "Si", "C", "H", "C", "H", "H", "C", "C", "H", "H", "C", "Cs", "C", "H", "C"], "positions_angstrom": [[-4.59355, 5.50038, -3.04086], [7.69098, 1.03787, 1.52272], [2.26490, 2.89188, 0.69018], [-1.92766, -1.61932, 5.00691], [-3.54739, 2.90027, -4.01741], [2.19729, -0.81047, -2.17184], [-4.43757, 0.98829, -3.57407], [-3.88854, 1.03817, 3.25595], [-1.43687, -6.68582, 2.24542], [0.45980, -1.42153, 0.55517], [4.88412, -1.11972, -2.24432], [6.60698, -1.01883, 4.26102], [-4.20087, 1.22290, -5.68375], [0.34602, -3.54722, 0.51935], [3.23913, 2.20334, -0.14739], [-3.72408, 5.33127, -2.38780], [5.96898, -1.20362, -2.25663], [-1.18135, -4.54638, 2.07827], [5.74915, 1.56251, 0.77504], [4.38059, 1.49313, 0.99248], [6.61848, 0.98387, 1.68390], [-0.97678, -2.06556, 2.03074], [4.39292, -0.07279, -1.59784], [-5.11585, 3.23561, -0.42297], [-4.99320, 2.85388, -1.44452], [-3.84811, 1.70446, -7.75488], [-3.22725, 3.28023, -6.42092], [4.09943, -2.06436, -2.87886], [-0.00603, -2.30511, 0.98177], [0.93365, -3.33568, -1.55194], [2.03037, -2.51542, -3.28599], [3.04745, 0.04585, -1.55649], [-1.17641, -0.79114, 2.34926], [-5.85316, 3.18882, -2.04454], [-1.83301, -5.76847, 2.68753], [1.67179, -4.71162, -0.72613], [-3.22623, -0.41993, 5.15419], [4.00406, 3.01974, -1.06040], [2.24123, -3.06508, -0.40930], [-4.62660, 0.24870, -5.90124], [7.89386, -0.53877, 3.33218], [-0.23997, -4.70467, 1.06691], [-1.84796, 1.54316, 4.66077], [-3.86013, -0.31194, 2.09534], [-3.12154, 3.69561, -5.09632], [-1.54429, -3.28996, 2.55233], [4.75196, 0.24982, 3.01200], [4.36104, -0.26682, 3.88260], [-3.95223, 5.75160, -1.39960], [0.03265, -5.69200, 0.70642], [-2.88375, 3.92933, -7.22027], [2.81148, 0.78835, 2.27255], [-3.42401, -1.79221, 4.06649], [-2.87980, 5.90476, -2.78636], [2.42614, 1.04358, -0.86135], [-2.08446, -0.21622, 3.33374], [7.01309, -0.26077, 3.73502], [-0.79292, 1.43692, 3.20913], [-1.25802, 0.87976, 4.01678], [-5.03632, 1.76057, -1.36991], [-2.27022, -3.26637, 3.34582], [-2.91614, -5.76049, 2.53276], [-4.09176, 1.65099, -4.36328], [-3.30434, 3.45606, -2.17477], [6.12686, 0.31228, 2.80307], [-1.66223, -5.81282, 3.76740], [-2.69878, -1.07688, 4.45257], [6.11055, 2.06121, -0.11450], [-0.45896, 0.41961, 4.60502], [2.73052, -1.83587, -2.80705], [-3.76685, 2.03518, -6.72570], [-2.69469, 4.67478, -4.89146], [4.51745, -2.91542, -3.39733], [-3.24800, 0.45177, 2.58460], [-0.12471, 1.77561, -0.35145], [3.88223, 0.84066, 2.11051], [-2.85682, 1.10998, 1.80632], [1.35429, -3.67345, -0.60079]], "forces_ev_per_angstrom": [[0.051, -0.004, 0.060], [-0.025, -0.003, 0.002], [0.259, 0.137, -0.110], [-0.029, -0.012, -0.053], [-0.037, -0.039, -0.134], [0.027, -0.077, -0.093], [0.020, 0.028, -0.030], [0.028, -0.032, -0.032], [-0.006, 0.021, 0.007], [0.049, -0.011, -0.027], [-0.001, 0.081, 0.044], [-0.029, -0.014, -0.012], [0.020, 0.082, 0.113], [0.010, -0.054, -0.026], [0.089, 0.053, -0.229], [-0.056, 0.167, 0.019], [0.002, 0.017, 0.014], [0.005, 0.053, 0.023], [-0.143, -0.011, 0.048], [0.193, -0.160, 0.144], [0.037, -0.029, 0.018], [-0.016, -0.158, 0.059], [-0.008, -0.014, 0.023], [0.019, -0.007, -0.091], [-0.111, -0.062, -0.009], [0.003, -0.003, -0.004], [0.002, -0.023, 0.138], [-0.025, 0.021, -0.008], [-0.119, 0.045, 0.121], [-0.033, -0.030, 0.130], [0.035, 0.034, -0.012], [-0.250, 0.393, 0.185], [-0.007, -0.080, -0.029], [0.051, -0.026, 0.059], [-0.002, 0.005, 0.005], [0.004, -0.019, 0.022], [0.039, -0.027, -0.008], [0.124, 0.093, 0.045], [-0.056, -0.025, -0.005], [-0.001, -0.008, 0.010], [0.014, -0.015, -0.029], [-0.053, 0.123, 0.035], [-0.019, -0.035, -0.071], [0.027, 0.048, 0.010], [-0.060, -0.076, -0.009], [0.163, 0.184, -0.174], [-0.040, 0.008, 0.006], [0.010, 0.010, -0.036], [0.019, -0.005, -0.076], [0.000, 0.015, 0.002], [0.004, 0.012, 0.004], [0.041, -0.005, -0.024], [-0.016, -0.023, -0.003], [-0.058, -0.028, 0.016], [1.415, -0.607, -0.285], [0.020, -0.155, -0.098], [0.013, 0.067, 0.029], [0.135, 0.325, 0.072], [0.054, -0.065, -0.028], [-0.002, 0.092, -0.010], [-0.137, 0.058, 0.119], [0.018, 0.006, -0.005], [0.047, 0.059, -0.090], [0.110, -0.108, -0.058], [0.038, -0.022, -0.014], [0.000, 0.003, -0.014], [0.104, -0.123, 0.004], [-0.019, -0.015, 0.023], [-0.025, 0.042, 0.000], [-0.030, 0.194, -0.080], [-0.004, 0.042, 0.091], [-0.016, -0.058, -0.017], [-0.001, 0.010, 0.009], [-0.046, -0.057, -0.065], [-1.747, -0.127, 0.224], [0.017, -0.044, 0.046], [-0.032, 0.015, 0.023], [-0.058, -0.047, 0.092]], "multiplicity": 1, "de_lowest_kj_mol": 102.67, "e_tot_ha": -2298.07930, "e_homo_ev": -0.837, "charge": -2, "gap_ev": 4.762}



# 2
{"formula": "C4H10NO2", "method": "ωB97M-V with the def2-TZVPD basis set", "symbols": ["O", "H", "H", "H", "H", "C", "H", "C", "H", "C", "N", "H", "H", "C", "O", "H", "H"], "positions_angstrom": [[0.31363, -1.13978, -0.99704], [-1.92933, 1.62025, -1.57832], [-1.10486, 3.13447, -1.25928], [-0.14997, -2.95703, 0.88003], [1.92801, -0.81555, 0.23615], [1.24144, -1.61796, -0.06651], [1.84936, -2.40225, -0.54676], [0.57508, -2.18730, 1.17463], [-0.18076, 1.14780, 1.62997], [-0.94244, 2.06750, -1.44895], [-0.20551, 1.43843, -0.36439], [0.12487, -0.16969, -0.75579], [0.02255, -1.39549, 1.68433], [-0.73464, 1.66514, 0.81909], [-1.74722, 2.31858, 1.12123], [1.31315, -2.64422, 1.84108], [-0.37337, 1.93710, -2.36946]], "forces_ev_per_angstrom": [[-0.003, 0.111, -0.024], [-0.240, -0.048, -0.097], [-0.011, 0.049, -0.103], [0.125, 0.092, 0.054], [0.052, -0.001, -0.017], [0.157, -0.009, -0.122], [-0.077, 0.106, 0.041], [-0.269, -0.195, -0.137], [0.090, 0.012, 0.122], [0.291, -0.009, 0.252], [0.030, -0.056, -0.163], [0.030, -0.095, -0.034], [0.091, -0.072, 0.120], [0.132, -0.442, 0.015], [-0.308, 0.395, 0.131], [-0.053, 0.102, 0.108], [-0.035, 0.060, -0.144]], "multiplicity": 1, "de_lowest_kj_mol": 127.46, "e_tot_ha": -363.67587, "e_homo_ev": -3.732, "charge": -1, "gap_ev": 7.800}



# 3
{"formula": "C3H6O3", "method": "ωB97M-V with the def2-TZVPD basis set", "symbols": ["H", "H", "H", "C", "C", "O", "H", "O", "H", "C", "H", "O"], "positions_angstrom": [[-1.72511, 0.31820, 1.25581], [0.44026, 1.54560, 1.40932], [0.75724, 1.24114, -0.30649], [-1.21667, 0.65806, 0.34492], [1.08349, -1.51842, -1.51981], [0.77956, -2.53189, -1.02843], [0.28605, -1.02763, 1.19769], [0.93101, -0.39405, 0.86081], [-1.39761, -0.08018, -0.44507], [0.27274, 0.83537, 0.58737], [-1.67668, 1.60230, 0.03774], [1.37220, -0.53493, -2.07642]], "forces_ev_per_angstrom": [[0.073, 0.038, -0.123], [-0.012, -0.146, -0.081], [-0.080, 0.011, 0.130], [-0.034, -0.046, -0.004], [-0.023, -0.102, -0.149], [0.226, 0.655, -0.379], [0.119, 0.108, 0.062], [-0.084, -0.161, 0.067], [0.025, 0.117, 0.079], [-0.100, 0.332, -0.084], [0.070, -0.113, 0.055], [-0.182, -0.693, 0.430]], "multiplicity": 1, "de_lowest_kj_mol": 1.75, "e_tot_ha": -343.65389, "smiles": "O=C=O.CCO", "e_homo_ev": -10.572, "gap_ev": 11.294}



Copy entry 2 word for word.
{"formula": "C4H10NO2", "method": "ωB97M-V with the def2-TZVPD basis set", "symbols": ["O", "H", "H", "H", "H", "C", "H", "C", "H", "C", "N", "H", "H", "C", "O", "H", "H"], "positions_angstrom": [[0.31363, -1.13978, -0.99704], [-1.92933, 1.62025, -1.57832], [-1.10486, 3.13447, -1.25928], [-0.14997, -2.95703, 0.88003], [1.92801, -0.81555, 0.23615], [1.24144, -1.61796, -0.06651], [1.84936, -2.40225, -0.54676], [0.57508, -2.18730, 1.17463], [-0.18076, 1.14780, 1.62997], [-0.94244, 2.06750, -1.44895], [-0.20551, 1.43843, -0.36439], [0.12487, -0.16969, -0.75579], [0.02255, -1.39549, 1.68433], [-0.73464, 1.66514, 0.81909], [-1.74722, 2.31858, 1.12123], [1.31315, -2.64422, 1.84108], [-0.37337, 1.93710, -2.36946]], "forces_ev_per_angstrom": [[-0.003, 0.111, -0.024], [-0.240, -0.048, -0.097], [-0.011, 0.049, -0.103], [0.125, 0.092, 0.054], [0.052, -0.001, -0.017], [0.157, -0.009, -0.122], [-0.077, 0.106, 0.041], [-0.269, -0.195, -0.137], [0.090, 0.012, 0.122], [0.291, -0.009, 0.252], [0.030, -0.056, -0.163], [0.030, -0.095, -0.034], [0.091, -0.072, 0.120], [0.132, -0.442, 0.015], [-0.308, 0.395, 0.131], [-0.053, 0.102, 0.108], [-0.035, 0.060, -0.144]], "multiplicity": 1, "de_lowest_kj_mol": 127.46, "e_tot_ha": -363.67587, "e_homo_ev": -3.732, "charge": -1, "gap_ev": 7.800}



What did the second record say?
{"formula": "C4H10NO2", "method": "ωB97M-V with the def2-TZVPD basis set", "symbols": ["O", "H", "H", "H", "H", "C", "H", "C", "H", "C", "N", "H", "H", "C", "O", "H", "H"], "positions_angstrom": [[0.31363, -1.13978, -0.99704], [-1.92933, 1.62025, -1.57832], [-1.10486, 3.13447, -1.25928], [-0.14997, -2.95703, 0.88003], [1.92801, -0.81555, 0.23615], [1.24144, -1.61796, -0.06651], [1.84936, -2.40225, -0.54676], [0.57508, -2.18730, 1.17463], [-0.18076, 1.14780, 1.62997], [-0.94244, 2.06750, -1.44895], [-0.20551, 1.43843, -0.36439], [0.12487, -0.16969, -0.75579], [0.02255, -1.39549, 1.68433], [-0.73464, 1.66514, 0.81909], [-1.74722, 2.31858, 1.12123], [1.31315, -2.64422, 1.84108], [-0.37337, 1.93710, -2.36946]], "forces_ev_per_angstrom": [[-0.003, 0.111, -0.024], [-0.240, -0.048, -0.097], [-0.011, 0.049, -0.103], [0.125, 0.092, 0.054], [0.052, -0.001, -0.017], [0.157, -0.009, -0.122], [-0.077, 0.106, 0.041], [-0.269, -0.195, -0.137], [0.090, 0.012, 0.122], [0.291, -0.009, 0.252], [0.030, -0.056, -0.163], [0.030, -0.095, -0.034], [0.091, -0.072, 0.120], [0.132, -0.442, 0.015], [-0.308, 0.395, 0.131], [-0.053, 0.102, 0.108], [-0.035, 0.060, -0.144]], "multiplicity": 1, "de_lowest_kj_mol": 127.46, "e_tot_ha": -363.67587, "e_homo_ev": -3.732, "charge": -1, "gap_ev": 7.800}